(1)
{"formula": "C72H162F12N9P2", "method": "ωB97M-V/def2-TZVPD", "molar_mass_g_mol": 1444.075, "homo_energy_ev": -21.182, "total_energy_ev": -141823.6418, "homo_lumo_gap_ev": 8.81, "charge": 7, "lumo_energy_ev": -12.4, "e_above_lowest_ev": 1.435, "symbols": ["C", "C", "N", "H", "H", "H", "N", "H", "H", "H", "H", "C", "C", "H", "H", "F", "H", "H", "H", "C", "H", "C", "C", "H", "F", "F", "H", "H", "H", "H", "H", "N", "H", "H", "C", "H", "H", "H", "H", "H", "H", "H", "C", "H", "H", "H", "H", "H", "H", "P", "H", "C", "H", "C", "H", "H", "C", "H", "H", "H", "C", "H", "P", "C", "H", "H", "H", "C", "H", "H", "H", "H", "H", "F", "H", "H", "H", "H", "C", "H", "C", "H", "H", "C", "H", "C", "F", "H", "H", "H", "H", "H", "H", "C", "C", "C", "N", "H", "H", "H", "H", "C", "H", "N", "H", "H", "H", "H", "F", "C", "H", "H", "H", "C", "C", "C", "H", "H", "H", "H", "C", "C", "H", "H", "C", "H", "H", "H", "H", "H", "H", "H", "C", "H", "H", "H", "C", "H", "N", "H", "F", "H", "H", "H", "C", "H", "H", "H", "H", "F", "N", "C", "H", "H", "N", "H", "C", "H", "C", "H", "H", "C", "H", "C", "H", "H", "H", "H", "H", "H", "H", "C", "C", "C", "H", "H", "C", "H", "H", "H", "C", "C", "H", "H", "C", "H", "C", "H", "H", "C", "H", "H", "H", "H", "C", "C", "H", "H", "H", "C", "H", "C", "C", "H", "H", "C", "H", "H", "H", "C", "C", "H", "C", "H", "F", "C", "C", "H", "C", "C", "H", "H", "F", "C", "H", "C", "H", "F", "C", "C", "H", "H", "H", "N", "C", "H", "H", "H", "H", "H", "C", "H", "H", "C", "H", "C", "H", "C", "H", "H", "F", "C", "H", "C", "C", "H", "H"], "positions_angstrom": [[-8.631, 0.126, 2.288], [-6.061, -2.233, -0.340], [-5.128, 5.448, -2.427], [-3.661, -4.894, 2.085], [-7.227, 5.017, -2.578], [-5.421, -5.573, -3.491], [6.296, -4.298, 3.576], [-0.664, -1.798, -5.487], [-6.116, 6.150, -0.738], [-2.477, -4.290, -0.592], [5.326, 4.109, 1.990], [4.263, -1.051, -5.898], [0.515, -1.899, 4.897], [2.260, -0.914, -2.971], [-4.086, -2.585, 2.744], [-0.555, -1.879, -1.140], [5.449, 0.383, 3.137], [0.129, 4.687, -2.500], [-4.433, -3.608, 4.130], [3.647, 1.595, 2.726], [-0.269, -2.519, 4.462], [-4.312, -3.662, -3.788], [-4.511, 7.898, -2.175], [-1.794, -0.679, 6.306], [-0.070, -6.250, -4.900], [1.183, -5.869, -6.752], [2.528, 6.653, 0.059], [1.610, 5.064, -3.056], [5.014, 3.170, 4.221], [3.642, 2.309, -2.143], [-2.688, -1.310, -2.384], [1.744, 4.924, -0.965], [-1.003, -7.002, -1.105], [-4.754, 5.076, -0.263], [-1.261, -1.067, -4.941], [-0.662, -6.345, 2.737], [3.376, 1.687, 3.778], [-3.432, 0.997, -5.136], [-7.677, 4.245, 1.043], [-4.001, 4.869, -4.014], [7.954, -1.941, 3.446], [-6.020, -0.174, 1.904], [4.185, -2.757, -4.033], [1.750, -1.652, -4.497], [6.949, -5.635, 5.042], [-3.531, 3.375, -1.405], [0.238, 2.139, 6.215], [-2.964, -5.797, -0.034], [-4.220, 7.642, 0.018], [0.707, -4.962, -5.468], [-1.416, 4.648, 1.973], [1.591, 2.927, -2.344], [-2.027, -0.508, 4.538], [6.054, 2.847, 4.176], [-1.086, -0.005, -6.899], [3.466, 4.049, 0.170], [-2.935, -3.146, -4.454], [-0.938, 0.914, -5.419], [0.827, -4.964, 1.253], [1.445, -2.022, 4.341], [8.433, 3.027, 1.971], [-2.823, -5.203, 3.463], [-0.421, -0.474, -0.381], [5.274, -3.080, 3.529], [-9.365, 0.858, 2.626], [5.305, -0.756, -2.943], [-8.003, 0.061, 3.177], [0.769, 4.491, 0.190], [-7.373, -2.256, 1.355], [-4.706, -5.428, -5.082], [-3.497, -1.657, -6.607], [0.600, 3.414, 0.179], [-2.603, 1.829, 3.774], [0.313, -1.224, 0.920], [7.609, 4.654, 0.727], [-9.675, 2.974, 0.788], [8.343, -4.980, 3.228], [5.300, -4.312, -1.800], [2.376, -0.878, -4.054], [2.190, 0.082, -4.537], [6.159, 3.444, 1.760], [3.869, -2.576, -1.865], [-7.953, -1.333, 0.024], [-7.050, -1.541, 0.598], [5.432, 0.842, 1.540], [0.066, -0.442, 5.005], [-0.625, -4.516, -6.272], [3.883, -5.058, -1.271], [4.430, -5.323, -2.943], [-5.094, -2.390, 0.138], [-2.138, -6.883, 1.805], [5.968, 2.934, 0.816], [10.369, -3.763, 3.236], [-8.632, 1.170, 0.081], [4.627, -3.126, 2.099], [-1.742, 4.835, 0.950], [3.856, -1.275, -4.413], [-4.980, 6.855, -4.093], [1.155, -5.951, -0.807], [6.070, 1.936, 4.774], [-2.971, 5.497, -2.722], [-6.584, -0.139, 0.972], [2.647, 1.978, -0.756], [-2.718, -1.568, -4.549], [-6.051, 0.293, 0.125], [-6.360, 4.508, -3.928], [7.809, 0.956, 1.996], [0.096, -3.556, 0.350], [-0.332, 1.015, 0.229], [-2.384, 2.870, -3.331], [3.734, -3.338, -4.837], [-3.411, 3.848, 6.626], [6.828, 0.187, -4.344], [-3.084, 1.636, 6.433], [-1.476, 0.088, -5.885], [-1.769, -3.964, 1.980], [4.962, -2.379, 1.380], [2.539, 6.608, -1.776], [-4.127, -3.586, -2.717], [2.711, 0.699, 0.887], [5.122, 1.216, 2.515], [-5.307, 6.915, -3.055], [3.925, -4.941, 1.209], [0.320, 0.162, 4.135], [9.859, -2.816, 3.056], [6.295, -0.625, -6.885], [-3.013, 0.217, -3.192], [-0.495, -7.072, 1.244], [8.516, -2.969, 4.783], [2.595, -3.468, -2.563], [5.648, 1.089, -5.240], [4.310, 0.618, -3.414], [-2.959, 0.399, -5.915], [-7.878, 2.387, 2.817], [-3.002, 0.984, 7.303], [-3.122, 6.683, -0.955], [8.471, -2.866, 3.699], [-4.632, -0.947, -5.496], [-1.216, -5.082, 1.051], [-0.693, -0.957, -4.017], [1.340, -3.554, -6.022], [-1.377, -5.753, -2.251], [5.486, -4.407, 0.584], [3.854, -1.849, -6.517], [5.884, 0.087, -4.880], [-2.117, -3.137, 1.360], [-3.381, 0.894, -6.789], [-2.527, 2.830, -4.411], [4.918, -6.129, 3.031], [0.294, -4.156, -4.075], [-7.738, 0.835, 1.308], [-2.965, -4.388, 2.754], [6.831, 3.549, 4.479], [0.734, -0.009, 5.750], [6.246, 2.250, 2.742], [-1.536, 3.547, -3.235], [2.836, 2.718, -1.535], [0.759, -2.306, 5.878], [-7.346, 2.226, 1.880], [1.280, 4.572, 1.149], [-6.525, -3.152, -0.698], [2.003, 6.376, -0.856], [1.588, 0.890, 2.288], [-4.561, -5.178, -4.031], [-2.862, -3.429, -5.504], [-0.777, 5.689, -0.817], [9.045, 2.646, 1.154], [-3.411, 2.954, 8.084], [7.709, -3.884, 1.984], [-9.569, 0.623, 0.188], [3.544, -3.073, 2.213], [-1.457, 3.258, 7.262], [-1.165, -6.393, 1.772], [-3.228, -0.851, -3.212], [-5.233, 8.680, -1.942], [6.245, -5.872, 2.070], [-5.089, 5.852, -0.951], [-3.594, 8.324, -2.583], [-1.996, 1.900, -3.021], [3.499, 2.627, 2.408], [-3.632, -3.238, 3.490], [4.305, -4.580, -2.155], [-8.155, 0.791, -0.823], [5.236, -3.001, -4.185], [-4.145, 7.055, -0.897], [-5.202, -3.046, -3.919], [-1.458, -0.168, 5.404], [-0.339, 6.341, 0.617], [-6.823, 3.159, 0.016], [-1.051, -5.920, -1.224], [-6.365, 7.162, -2.959], [-2.082, 3.831, 0.697], [9.875, -2.442, 2.032], [5.391, -4.867, 5.554], [-3.576, 3.380, -2.494], [5.798, -0.941, -5.968], [-1.214, 4.149, 6.683], [-0.745, 2.163, 3.981], [1.134, 7.025, -0.957], [4.872, -4.477, 1.482], [2.768, -0.407, 2.118], [3.672, -3.317, -2.639], [6.345, -4.728, 5.045], [-2.543, 5.557, 1.108], [3.780, -0.145, -6.263], [-3.794, 4.818, -2.945], [-3.643, -5.627, -3.652], [6.840, -3.985, 5.671], [-5.929, -1.754, -1.310], [0.125, -4.637, 0.486], [1.166, 4.418, -2.299], [-3.898, 1.524, 5.718], [-2.056, -5.241, -0.265], [1.608, 2.440, -3.319], [1.105, -0.300, -1.027], [7.653, 1.849, 2.601], [-3.571, -1.001, -5.740], [-2.103, -3.550, -3.876], [-0.763, 2.079, 6.641], [3.083, 4.118, -0.848], [10.430, -2.049, 3.580], [-0.704, 1.334, 7.435], [-1.023, 0.192, -1.675], [-7.638, 3.199, 0.739], [0.845, 2.359, -1.789], [-0.475, 5.353, 0.175], [-8.940, -0.904, 2.114], [2.020, -5.489, -4.686], [-6.294, 4.516, -2.840], [4.843, -0.254, -3.793], [5.762, -2.117, 3.676], [9.123, 3.406, 2.725], [-4.419, 2.779, -2.833], [-1.745, 1.416, 5.676], [0.310, -5.271, -0.912], [6.247, -1.861, -5.596], [-6.285, 2.188, 2.124], [7.509, 4.938, 2.332], [4.505, -3.318, 4.264], [-6.255, 3.530, -2.378], [7.494, 4.087, 1.651], [8.119, 1.591, 3.552], [3.828, 4.597, -1.483], [-8.869, 2.742, 0.091], [-9.123, 3.092, -0.909], [2.606, 0.661, 1.971], [0.597, -4.451, -1.569], [-1.763, 2.187, 4.369], [-2.075, 3.203, 4.613], [-1.067, 3.332, 8.277], [-1.784, -0.831, 0.448], [-2.916, 3.008, 7.114], [-0.868, -3.575, 2.454], [7.762, -4.074, 3.056], [5.520, -5.303, 2.653], [-4.307, -0.999, -3.156], [-2.912, -2.730, 4.132]], "lowdin_charge": [0.010, -0.086, -0.215, 0.121, 0.107, 0.084, -0.190, 0.116, 0.138, 0.119, 0.127, -0.089, -0.074, 0.075, 0.061, -0.147, 0.120, 0.106, 0.094, -0.181, 0.055, -0.214, -0.100, 0.132, -0.156, -0.142, 0.129, 0.140, 0.093, 0.104, 0.074, -0.225, 0.130, 0.112, -0.066, 0.119, 0.104, 0.076, 0.134, 0.137, 0.085, 0.126, -0.054, 0.078, 0.121, 0.102, 0.132, 0.128, 0.132, 0.200, 0.061, -0.144, 0.108, 0.074, 0.139, 0.107, -0.044, 0.101, 0.126, 0.064, -0.131, 0.120, 0.202, -0.047, 0.125, 0.121, 0.111, -0.085, 0.127, 0.092, 0.147, 0.116, 0.103, -0.199, 0.146, 0.136, 0.146, 0.069, 0.052, 0.094, -0.116, 0.089, 0.111, -0.227, 0.130, -0.214, -0.162, 0.061, 0.100, 0.067, 0.121, 0.130, 0.098, -0.050, -0.171, -0.070, -0.187, 0.138, 0.120, 0.110, 0.127, -0.110, 0.078, -0.152, 0.129, 0.121, 0.134, 0.092, -0.160, -0.078, 0.121, 0.123, 0.125, -0.056, -0.145, -0.121, 0.105, 0.119, 0.065, 0.046, -0.105, -0.038, 0.106, 0.075, -0.078, 0.148, 0.052, 0.115, 0.113, 0.086, 0.122, 0.094, -0.160, 0.139, 0.140, 0.075, -0.232, 0.130, -0.229, 0.106, -0.187, 0.106, 0.101, 0.140, -0.177, 0.110, 0.135, 0.085, 0.143, -0.223, -0.239, -0.246, 0.132, 0.095, -0.238, 0.054, -0.135, 0.091, -0.057, 0.134, 0.094, 0.015, 0.053, -0.061, 0.120, 0.088, 0.139, 0.137, 0.135, 0.136, 0.098, -0.151, 0.021, 0.037, 0.130, 0.128, -0.113, 0.125, 0.047, 0.084, -0.071, -0.100, 0.127, 0.131, -0.143, 0.095, -0.017, 0.118, 0.091, -0.106, 0.138, 0.062, 0.086, 0.109, -0.192, -0.102, 0.123, 0.097, 0.111, -0.159, 0.061, -0.225, 0.023, 0.070, 0.137, -0.109, 0.067, 0.101, 0.062, -0.106, -0.055, 0.136, -0.059, 0.124, -0.192, -0.112, -0.075, 0.105, -0.117, -0.038, 0.088, 0.142, -0.142, -0.200, 0.085, -0.215, 0.118, -0.160, 0.035, -0.095, 0.099, 0.139, 0.095, -0.239, -0.116, 0.117, 0.121, 0.134, 0.121, 0.081, -0.176, 0.141, 0.139, -0.121, 0.132, -0.064, 0.088, 0.018, 0.100, 0.145, -0.172, -0.153, 0.118, -0.086, -0.055, 0.081, 0.057]}

---

(2)
{"formula": "C27H37As3BrIrN2O", "method": "ωB97M-V/def2-TZVPD", "molar_mass_g_mol": 902.493, "homo_energy_ev": [-11.349, -13.035], "total_energy_ev": -289008.1561, "homo_lumo_gap_ev": [5.60, 4.39], "charge": 2, "spin_multiplicity": 5, "s_squared": 6.069, "lumo_energy_ev": [-5.7, -8.6], "e_above_lowest_ev": 0.508, "symbols": ["H", "As", "C", "H", "C", "N", "H", "C", "H", "H", "H", "Ir", "As", "H", "C", "C", "As", "H", "H", "C", "C", "C", "C", "C", "H", "H", "H", "H", "C", "H", "H", "C", "C", "C", "H", "Br", "C", "H", "H", "H", "H", "C", "H", "H", "H", "C", "H", "H", "H", "H", "H", "C", "C", "H", "H", "C", "N", "C", "H", "C", "H", "H", "H", "C", "H", "C", "C", "H", "C", "O", "C", "H"], "positions_angstrom": [[0.250, 3.116, -1.492], [-0.705, -1.948, 0.575], [-3.076, -0.028, 0.861], [-1.015, -3.954, 2.120], [2.226, -0.276, -4.412], [3.178, -0.029, 0.245], [5.483, -0.045, 3.406], [2.071, -0.170, 3.098], [-4.906, 2.741, -2.805], [4.984, 0.034, 1.238], [-2.394, -0.033, -1.193], [1.193, -0.356, 0.261], [-0.530, 1.679, 0.423], [-5.133, -1.499, -2.997], [-0.090, 3.152, 1.624], [-2.294, -1.195, 1.491], [-4.899, 0.563, -1.503], [5.848, 0.055, -0.559], [4.905, -0.008, -4.717], [-2.383, 1.321, 1.091], [-1.377, -3.167, -0.811], [2.780, -0.168, -2.058], [3.910, -0.025, 1.356], [-4.434, 0.034, 1.586], [0.814, 3.655, 1.280], [-3.265, 2.086, -2.756], [-0.468, -0.532, -2.386], [2.526, -0.277, -5.447], [4.581, -0.037, -3.689], [-3.496, -1.366, -0.762], [0.084, 2.788, 2.635], [5.098, 0.002, -1.331], [1.786, -0.149, 4.484], [5.498, 0.023, -2.653], [-1.728, -2.653, -1.704], [5.505, -0.034, 6.319], [-3.302, -0.296, -0.628], [6.548, 0.091, -2.882], [0.105, -2.773, 2.833], [-3.780, -0.486, -3.544], [2.521, -0.095, 6.489], [3.459, -0.093, 2.688], [-4.297, 0.047, 2.665], [0.133, -0.453, -4.798], [-3.938, 2.954, -1.354], [4.111, -0.078, 5.037], [-2.969, -2.050, 1.624], [0.749, -0.179, 4.783], [-2.307, 1.492, 2.171], [0.658, -3.843, 1.538], [-0.911, 3.875, 1.645], [-0.192, -3.266, 1.908], [-4.161, 2.268, -2.168], [-3.006, 2.120, 0.669], [-1.933, -0.901, 2.483], [-0.720, 2.667, -1.268], [1.475, -0.320, -1.718], [4.442, -0.070, 3.692], [-1.456, 3.465, -1.175], [3.728, -0.056, -1.001], [-4.982, 0.934, 1.300], [-5.453, -0.034, -3.921], [-5.045, -0.830, 1.323], [-4.804, -0.476, -3.169], [-2.185, -3.777, -0.403], [0.900, -0.387, -4.043], [2.772, -0.104, 5.442], [-0.984, 2.004, -2.090], [0.562, -0.417, -2.702], [1.080, -0.245, 2.272], [3.210, -0.155, -3.411], [-0.557, -3.827, -1.103]], "lowdin_charge": [0.039, 1.068, -0.698, 0.053, 0.047, -0.126, 0.121, -0.312, 0.028, 0.118, 0.041, 1.105, 1.130, 0.022, -0.260, -0.294, 1.159, 0.108, 0.125, -0.287, -0.251, -0.153, -0.071, -0.085, 0.041, 0.006, 0.085, 0.135, -0.003, 0.062, 0.030, 0.015, 0.044, -0.041, 0.017, 0.910, -0.384, 0.122, 0.027, 0.013, 0.116, -0.115, 0.094, 0.121, 0.003, -0.614, 0.101, 0.133, 0.091, 0.044, 0.052, -0.260, -0.330, 0.084, 0.088, -0.265, -0.128, -0.038, 0.040, -0.213, 0.066, 0.028, 0.093, -0.330, 0.052, -0.017, -0.093, 0.003, -0.119, -0.300, -0.139, 0.043]}

---

(3)
{"formula": "C4H5NO", "method": "ωB97M-V/def2-TZVPD", "molar_mass_g_mol": 83.090, "homo_energy_ev": -9.725, "total_energy_ev": -7764.2761, "homo_lumo_gap_ev": 10.15, "lumo_energy_ev": 0.4, "e_above_lowest_ev": 2.250, "symbols": ["N", "H", "C", "C", "C", "C", "O", "H", "H", "H", "H"], "positions_angstrom": [[-1.520, 0.319, -2.857], [1.339, -0.100, -1.675], [0.396, -0.430, -1.243], [-0.680, -0.010, -2.141], [0.252, -0.717, 1.158], [0.256, 0.117, 0.152], [0.253, -1.561, 1.971], [0.205, 1.178, 0.327], [0.407, -1.520, -1.255], [-0.109, 1.360, 2.936], [-0.751, 1.385, 2.566]], "lowdin_charge": [0.144, 0.119, -0.185, -0.224, -0.233, -0.121, 0.168, 0.098, 0.127, 0.057, 0.051]}